No. 1
{
  "formula": "C34H30CoGeN5O3SSe2Te2",
  "method": "the ωB97M-V functional and the def2-TZVPD basis",
  "symbols": ["Co", "S", "C", "N", "N", "C", "C", "C", "C", "C", "C", "N", "N", "C", "C", "C", "C", "C", "C", "H", "H", "H", "H", "H", "H", "H", "H", "H", "H", "H", "Se", "Te", "Te", "Se", "O", "N", "O", "C", "O", "C", "C", "Ge", "C", "C", "C", "C", "C", "C", "C", "C", "C", "C", "C", "C", "C", "C", "C", "C", "C", "C", "H", "H", "H", "H", "H", "H", "H", "H", "H", "H", "H", "H", "H", "H", "H", "H", "H", "H", "H"],
  "xyz": [[-2.02775, 2.38762, -1.05737], [-3.57055, 3.81322, -1.89687], [-4.76615, 2.52082, -2.03417], [-5.98635, 2.92042, -2.28697], [-7.03505, 2.11492, -1.99417], [-7.33985, 1.56832, -0.76837], [-8.60845, 0.99922, -0.59487], [-9.00595, 0.53782, 0.64263], [-8.15885, 0.63252, 1.73813], [-6.89465, 1.17312, 1.56703], [-6.47925, 1.62642, 0.33313], [-4.34965, 1.27182, -1.96177], [-3.05285, 1.07742, -1.81837], [-2.65765, -0.26088, -1.87257], [-1.54275, -0.65108, -2.61617], [-1.11775, -1.96308, -2.58157], [-1.80225, -2.89898, -1.82277], [-2.92235, -2.51878, -1.10037], [-3.35955, -1.21088, -1.13037], [-7.83225, 2.32162, -2.58597], [-9.28045, 0.94432, -1.44107], [-9.99205, 0.11152, 0.76023], [-8.48455, 0.29742, 2.71253], [-6.22145, 1.25142, 2.40943], [-5.49705, 2.06112, 0.23993], [-1.00285, 0.07542, -3.20977], [-0.23405, -2.25108, -3.13197], [-1.44975, -3.91968, -1.78317], [-3.45155, -3.23968, -0.49227], [-4.20915, -0.88568, -0.54777], [1.23945, 2.50392, -3.35797], [3.04115, 3.73622, -2.13347], [0.33395, 5.27912, -1.20417], [-0.66545, 3.57982, -2.66447], [-1.43595, 3.43752, 0.31383], [-2.50755, 2.85242, 0.52163], [0.72265, -0.55088, -0.14277], [0.24555, 0.56612, 0.03083], [-0.57875, 1.09892, -0.78527], [0.68185, 1.35612, 1.25863], [2.18735, 1.28132, 1.40113], [3.05765, -0.46278, 0.88903], [3.45515, -0.94848, -1.00677], [2.91725, -0.23318, -2.06067], [3.22595, -0.53528, -3.37387], [4.08525, -1.58228, -3.65377], [4.64895, -2.29698, -2.61037], [4.34505, -1.97378, -1.29997], [2.59105, -2.00038, 2.07183], [1.53035, -1.93648, 2.96503], [1.25775, -2.98118, 3.83113], [2.04385, -4.12018, 3.81533], [3.10745, -4.19808, 2.93273], [3.37735, -3.14548, 2.07803], [4.88775, 0.10632, 1.48473], [5.51965, -0.32328, 2.64203], [6.71245, 0.24182, 3.05933], [7.28945, 1.26322, 2.32453], [6.67595, 1.70012, 1.16193], [5.48935, 1.12332, 0.75193], [0.18045, 0.89792, 2.11583], [0.34365, 2.39162, 1.18513], [2.48515, 1.48142, 2.43323], [2.65215, 2.05142, 0.78113], [2.22415, 0.56712, -1.85327], [2.79145, 0.05672, -4.17337], [4.32415, -1.84078, -4.67637], [5.33325, -3.10888, -2.82027], [4.81265, -2.52508, -0.49547], [0.90265, -1.05678, 2.97893], [0.42925, -2.90998, 4.52363], [1.83345, -4.94028, 4.48863], [3.72975, -5.08218, 2.91233], [4.22065, -3.21038, 1.40553], [5.06475, -1.11138, 3.22813], [7.18565, -0.10308, 3.97003], [8.21285, 1.71812, 2.65803], [7.11165, 2.50192, 0.58133], [5.01285, 1.47822, -0.15747]],
  "lowdin_spin": [0.08, -0.01, 0.01, 0.28, 0.07, 0.01, 0.01, 0.00, 0.01, 0.00, 0.01, 0.24, 0.29, 0.02, 0.02, 0.00, 0.02, 0.00, 0.02, 0.00, 0.00, 0.00, 0.00, 0.00, 0.00, 0.00, 0.00, 0.00, 0.00, 0.00, 0.24, 0.73, 0.65, 0.19, 0.04, 0.03, 0.00, 0.00, 0.01, 0.00, 0.00, 0.00, 0.00, 0.01, 0.00, 0.00, 0.00, 0.00, 0.00, 0.00, 0.00, 0.00, 0.00, 0.00, 0.00, 0.00, 0.00, 0.00, 0.00, 0.00, 0.00, 0.00, 0.00, 0.00, 0.01, 0.00, 0.00, 0.00, 0.00, 0.00, 0.00, 0.00, 0.00, 0.00, 0.00, 0.00, 0.00, 0.00, 0.01],
  "multiplicity": 4,
  "charge": -1
}

---

No. 2
{
  "formula": "C8H16FNO2S",
  "method": "the ωB97M-V functional and the def2-TZVPD basis",
  "symbols": ["C", "C", "C", "C", "C", "C", "C", "C", "N", "O", "O", "F", "S", "H", "H", "H", "H", "H", "H", "H", "H", "H", "H", "H", "H", "H", "H", "H", "H"],
  "xyz": [[2.44692, 0.75582, -0.48978], [2.23929, 1.41831, 0.82283], [1.23438, 1.16441, -1.35150], [0.81029, 0.98230, 0.99344], [0.11082, 1.21911, -0.33739], [-1.74592, -2.72316, -0.17952], [-2.59500, -1.49724, -0.03638], [-1.79088, -0.28742, 0.28738], [-0.77774, 0.11550, -0.58442], [-3.07543, 1.66021, -1.10754], [-4.31783, 0.61664, 0.86918], [-3.15717, -1.19746, -1.32680], [-3.01059, 1.14795, 0.62375], [3.44140, 0.70212, -0.98437], [2.27773, -0.38379, -0.30660], [2.89582, 0.97923, 1.63508], [2.40450, 2.49400, 0.78389], [1.44539, 2.18460, -1.79218], [1.18134, 0.73306, -2.38588], [0.71429, -0.11404, 1.15136], [0.33248, 1.33982, 1.86357], [-0.48793, 2.16409, -0.26367], [-0.72947, -2.39996, -0.34494], [-1.87370, -3.44451, 0.69134], [-2.14518, -3.21507, -1.00155], [-3.39882, -1.52528, 0.73485], [-1.24943, -0.35428, 1.29247], [-3.97449, 1.51152, -1.38181], [-1.08743, 0.05836, -1.51281]],
  "lowdin_charge": [-0.23, -0.20, -0.15, -0.19, -0.34, -0.02, -0.35, -0.44, -0.04, -0.31, -0.48, -0.04, 0.99, 0.12, 0.14, 0.13, 0.12, 0.12, 0.13, 0.12, 0.10, 0.15, 0.08, 0.11, 0.06, 0.14, 0.14, 0.02, 0.11],
  "e_above_lowest_kcal_mol": 19.3,
  "charge": 0
}

---

No. 3
{
  "formula": "C8H22BrCaCsGaN3O4P2",
  "method": "the ωB97M-V functional and the def2-TZVPD basis",
  "symbols": ["N", "P", "Ga", "P", "O", "Br", "H", "H", "H", "H", "H", "H", "N", "C", "C", "C", "C", "H", "H", "H", "H", "H", "Cs", "Ca", "C", "C", "N", "H", "H", "H", "C", "C", "O", "H", "H", "H", "H", "H", "O", "H", "H", "O", "H"],
  "xyz": [[2.86641, -2.22845, -1.96892], [1.38771, -2.85646, -1.80915], [-0.33098, -1.20721, -1.80854], [-2.23830, -2.34182, -2.69081], [-2.25931, -3.84195, -1.79441], [-1.89826, -2.79299, -4.87734], [3.22013, -2.63116, -2.85096], [1.23735, -3.67532, -0.63233], [1.11143, -3.69787, -2.93763], [0.14736, -0.00182, -2.74771], [-0.66363, -0.69490, -0.30381], [-1.62062, -3.70421, -1.04045], [0.18903, -0.76348, 2.59816], [-1.06393, -0.87205, 3.13490], [-1.39811, 0.34220, 3.67412], [-0.30681, 1.21777, 3.44856], [0.65739, 0.50632, 2.78025], [0.69060, -1.50611, 2.13643], [-1.60924, -1.80334, 3.08747], [-2.32971, 0.57488, 4.17521], [-0.23301, 2.25780, 3.74225], [1.63197, 0.79513, 2.42058], [-2.81876, -1.30377, -0.03178], [-2.43719, 2.80399, 3.74316], [4.62728, -0.66432, 2.54741], [5.06127, 0.56648, 3.26376], [5.39967, 1.52663, 3.82167], [5.41035, -0.99481, 1.87334], [4.41875, -1.45784, 3.26569], [3.72366, -0.45901, 1.97094], [-4.24976, 4.08221, -3.62872], [-3.59766, 2.74422, -3.22076], [-3.80331, 2.55477, -1.91936], [-3.81531, 4.92762, -3.08744], [-4.09425, 4.26335, -4.69870], [-5.32764, 4.07320, -3.45069], [-2.54840, 2.81801, -3.56978], [-4.01046, 1.98561, -3.92137], [7.41724, -0.95840, 2.42410], [7.90185, -1.27130, 1.65112], [7.78966, -0.08475, 2.59544], [-6.54694, 1.82095, -2.86464], [-5.67972, 1.97398, -2.48078]],
  "lowdin_charge": [-0.44, 0.43, -0.08, 0.07, -0.56, 0.18, -0.07, -0.09, -0.04, -0.09, -0.28, -0.02, 0.05, -0.16, -0.23, -0.22, -0.07, 0.16, 0.11, -0.01, 0.00, 0.12, 0.81, 0.92, -0.08, -0.28, 0.12, 0.06, 0.08, 0.06, -0.07, -0.47, -0.11, 0.07, 0.08, 0.07, 0.10, 0.12, -0.07, 0.06, 0.05, -0.18, -0.12],
  "charge": 0
}

---

No. 4
{
  "formula": "C35H32CoN11S2",
  "method": "the ωB97M-V functional and the def2-TZVPD basis",
  "symbols": ["Co", "C", "C", "C", "C", "C", "C", "N", "C", "C", "C", "C", "C", "C", "N", "N", "C", "C", "C", "C", "C", "N", "H", "H", "H", "H", "H", "H", "H", "H", "H", "H", "H", "H", "H", "C", "N", "C", "C", "N", "C", "S", "C", "C", "C", "C", "C", "N", "H", "H", "H", "H", "H", "H", "H", "H", "H", "N", "C", "C", "C", "C", "C", "N", "H", "H", "H", "H", "H", "H", "S", "C", "N", "C", "C", "C", "N", "H", "H", "H", "H"],
  "xyz": [[-0.01954, -0.27565, -0.40407], [3.03866, -2.81538, -4.45473], [2.06186, -3.48587, -3.73433], [1.08366, -2.78452, -3.04227], [1.05748, -1.39034, -3.06387], [2.06161, -0.72501, -3.77372], [3.03466, -1.42651, -4.46534], [0.08330, -0.64609, -2.35967], [-0.56719, 0.32173, -3.03459], [-0.79384, 0.35051, -4.44595], [-1.51540, 1.36373, -5.00397], [-2.05508, 2.43282, -4.23924], [-1.84264, 2.45836, -2.89488], [-1.09536, 1.41841, -2.30042], [-0.76326, 1.36030, -0.97751], [-1.02439, 2.29886, -0.16454], [-0.59428, 1.94838, 1.13243], [-0.73051, 2.87039, 2.15561], [-0.32257, 2.49959, 3.42661], [0.19048, 1.22871, 3.62965], [0.28605, 0.36208, 2.55324], [-0.08774, 0.71272, 1.32411], [3.79102, -3.36601, -5.00297], [2.04747, -4.56915, -3.72016], [0.33529, -3.33649, -2.48663], [2.06317, 0.35828, -3.78419], [3.79059, -0.88430, -5.01907], [-0.41138, -0.45314, -5.05971], [-1.69752, 1.34765, -6.07141], [-2.63031, 3.20667, -4.72575], [-2.23218, 3.24821, -2.26774], [-1.15119, 3.84043, 1.93745], [-0.41558, 3.19519, 4.24955], [0.50371, 0.89669, 4.60772], [0.66085, -0.64620, 2.66129], [1.87634, -5.06066, -0.19735], [2.64952, -3.86589, -0.48741], [3.90379, -3.84110, -1.06497], [4.26741, -2.55343, -1.17182], [3.23002, -1.78632, -0.64815], [2.22942, -2.61292, -0.23132], [0.74962, -2.27454, 0.52152], [3.36244, -0.38373, -0.42216], [4.62134, 0.10901, -0.10198], [4.77244, 1.47825, 0.01691], [3.66865, 2.29534, -0.17479], [2.45277, 1.69731, -0.44591], [2.29055, 0.37695, -0.56642], [2.35476, -5.90099, -0.69342], [0.86168, -4.93204, -0.57021], [1.83513, -5.23699, 0.87592], [4.40006, -4.73806, -1.38710], [5.12860, -2.10548, -1.62990], [5.45094, -0.56128, 0.06489], [5.73852, 1.89727, 0.26276], [3.73928, 3.37084, -0.10435], [1.56299, 2.30064, -0.57889], [-2.20650, -2.58230, -1.79600], [-2.96949, -1.78583, -0.99346], [-4.36905, -1.92405, -0.98529], [-5.11277, -1.12466, -0.15772], [-4.46118, -0.20868, 0.66938], [-3.09174, -0.15278, 0.60365], [-2.33366, -0.89922, -0.21736], [-2.66751, -3.03387, -2.56661], [-1.29003, -2.21085, -1.98682], [-4.83484, -2.65225, -1.63557], [-6.19131, -1.20986, -0.14650], [-4.99922, 0.42325, 1.35957], [-2.55535, 0.51085, 1.26716], [-1.97777, -2.43413, 2.90022], [-1.86100, -2.31616, 4.54510], [-1.89247, -3.46764, 5.31247], [-1.84554, -3.48689, 6.65854], [-1.74524, -2.31407, 7.33232], [-1.69627, -1.14992, 6.52884], [-1.74503, -1.13129, 5.22630], [-1.98444, -4.32570, 4.78713], [-1.89501, -4.45818, 7.13028], [-1.70827, -2.27481, 8.40796], [-1.61470, -0.17919, 7.01015]],
  "lowdin_spin": [0.97, 0.00, 0.00, 0.00, 0.00, 0.00, 0.00, -0.01, 0.00, 0.00, 0.00, 0.00, 0.00, 0.00, -0.01, -0.01, 0.00, 0.00, 0.00, 0.00, 0.00, -0.01, 0.00, 0.00, 0.00, 0.00, 0.00, 0.00, 0.00, 0.00, 0.00, 0.00, 0.00, 0.00, 0.00, 0.00, 0.00, 0.00, 0.00, 0.00, 0.00, -0.01, 0.00, 0.00, 0.00, 0.00, 0.00, 0.03, 0.00, 0.00, 0.00, 0.00, 0.00, 0.00, 0.00, 0.00, 0.00, 0.00, 0.00, 0.00, 0.00, 0.00, 0.00, 0.04, 0.00, 0.00, 0.00, 0.00, 0.00, 0.00, 0.00, 0.00, 0.00, 0.00, 0.00, 0.00, 0.00, 0.00, 0.00, 0.00, 0.00],
  "e_above_lowest_kcal_mol": 0.0,
  "multiplicity": 2,
  "charge": 1
}

---

No. 5
{
  "formula": "C2H5O2S",
  "method": "the ωB97M-V functional and the def2-TZVPD basis",
  "symbols": ["C", "S", "H", "H", "H", "O", "C", "O", "H", "H"],
  "xyz": [[1.40948, -0.71070, -0.95496], [-0.27769, -1.35565, -0.95174], [1.45720, 0.13868, -0.27779], [1.80662, -0.50166, -1.94542], [2.08322, -1.38301, -0.41430], [0.57261, 0.69082, 1.56772], [-0.35181, 1.45501, 1.26502], [-1.27368, 1.44428, 0.39343], [-0.39434, 2.44874, 1.77491], [-0.99124, -0.20111, -0.75785]],
  "lowdin_charge": [-0.52, 0.56, -0.01, 0.01, 0.02, -0.13, -0.66, -0.18, 0.08, -0.16],
  "e_above_lowest_kcal_mol": 14.4,
  "charge": -1
}

---

| no. | DFT total energy (Ha) |
| --- | --- |
| 1 | -11009.80355 |
| 2 | -1017.62868 |
| 3 | -6662.00938 |
| 4 | -4134.29909 |
| 5 | -627.91780 |